No. 1
Density functional theory data (ωB97M-V with the def2-TZVPD basis set) for one molecule with the formula C4H8Si2 at a distorted geometry.

## Properties
Electronic energy = -736.00546 Eh
Energy above the lowest of the compared OMol25 structures with the same formula, charge and spin = 61.95 kcal per mole
Max |F| = 3.86 eV Å⁻¹
HOMO energy = -7.9 eV

Structure (XYZ):
```
14
Properties=species:S:1:pos:R:3:forces:R:3
C 0.32827 -1.11999 -1.15173 -1.14 1.26 -0.04
C 0.17730 0.10524 -0.34029 0.80 -0.17 0.09
C 0.10613 -1.29781 -2.45242 -0.17 -2.51 -0.45
C 0.03317 -0.06596 0.99320 -0.61 -0.30 -2.16
Si 0.18307 -0.44059 -4.06223 3.81 0.45 0.47
Si 0.13490 1.33207 2.10598 -1.29 1.27 2.00
H 0.42102 -1.93272 -0.48117 0.33 -1.17 0.19
H 0.32314 1.11413 -0.79035 -0.25 -0.80 0.27
H 0.19764 -2.45788 -2.75445 -0.22 2.17 0.37
H -0.14379 -1.10890 1.31559 0.33 0.71 0.18
H -1.03478 -0.28187 -4.68104 -3.07 -0.16 -0.58
H -0.72999 1.07017 3.33027 -0.42 0.43 -0.78
H -0.00658 2.81619 1.60956 0.22 -1.55 0.18
H 1.27457 1.03035 2.89776 1.69 0.36 0.27
```
Positions in Å, forces in eV/Å.

***

No. 2
Density functional theory data (ωB97M-V with the def2-TZVPD basis set) for C10H14BFMgN6 as an isolated structure at a distorted geometry.

## Properties
Electronic energy = -1042.93056 Eh
Energy above the lowest of the compared OMol25 structures with the same formula, charge and spin = 43.00 kcal per mole
Max |F| = 5.38 eV Å⁻¹
HOMO energy = -7.3 eV

Structure (XYZ):
```
33
Properties=species:S:1:pos:R:3:forces:R:3
H -0.44029 3.37777 2.49255 0.52 -0.33 -0.47
N 0.20343 1.90427 1.07876 -0.31 1.64 -0.57
B 0.67725 0.71832 -1.13482 -0.31 -1.35 -0.09
N 0.64757 1.95565 -0.20295 0.62 0.17 0.81
C 0.89137 3.24270 -0.51765 -0.85 -0.62 0.23
Mg -0.76826 -1.14351 1.38720 1.11 -1.65 2.56
H 1.25327 3.47012 -1.50325 0.05 0.14 -0.04
C 0.47396 4.04328 0.53416 0.04 0.06 0.26
H 0.50545 5.12035 0.58921 -0.04 -0.14 -0.03
C 0.02602 3.16127 1.52408 0.27 -0.21 -0.35
H 1.06788 0.98864 -2.23264 0.06 0.30 0.06
C -1.57310 -3.09762 1.43090 0.18 0.79 0.27
H -2.23675 -3.15340 2.29986 0.05 -0.56 -0.13
H -0.69666 -3.74262 1.51355 -0.23 -0.37 0.21
H -2.10206 -3.31227 0.50094 -0.08 -0.14 0.09
N -0.79477 0.16583 -1.26334 -0.25 -1.23 1.50
N 1.56746 -0.41388 -0.54153 -0.47 -0.79 0.78
N -1.46766 -0.35122 -0.12944 -1.81 3.04 -4.05
N 1.18693 -1.02542 0.63680 1.69 0.01 -0.42
C -1.57341 0.01425 -2.34290 -0.37 0.12 0.68
C 2.70208 -0.98218 -1.00014 -0.19 -0.26 0.29
H -1.19735 0.24413 -3.32838 -0.07 0.10 0.08
H 3.10341 -0.71030 -1.97125 0.00 0.06 0.35
C -2.81591 -0.45439 -1.93396 0.38 0.26 0.89
C 3.10867 -1.94882 -0.08764 0.03 0.07 0.42
C -2.73301 -0.60631 -0.52959 1.32 -0.20 -1.21
C 2.15512 -1.91103 0.95680 -0.32 0.88 -1.55
H -3.65681 -0.66020 -2.54310 -0.52 -0.09 -0.42
H 3.97627 -2.60035 -0.13038 -0.23 0.30 -0.11
H -3.49140 -0.97554 0.16052 0.42 0.05 -0.21
H 2.13289 -2.47387 1.88200 -0.20 0.05 -0.22
H 0.09398 1.02854 1.72811 -0.19 -0.22 0.15
F -0.22555 0.12779 2.67752 -0.32 0.10 0.24
```
Positions in Å, forces in eV/Å.

***

No. 3
Density functional theory data (ωB97M-V with the def2-TZVPD basis set) for one molecule with the formula C21H23N3O2 at a distorted geometry.

## Properties
Electronic energy = -1128.57318 Eh
Energy above the lowest of the compared OMol25 structures with the same formula, charge and spin = 165.47 kcal per mole
Max |F| = 4.84 eV Å⁻¹
HOMO energy = -6.4 eV

Structure (XYZ):
```
49
Properties=species:S:1:pos:R:3:forces:R:3
C 1.02263 -2.55596 1.15048 -0.46 1.14 0.97
N 1.80301 -1.59527 1.46490 0.76 -0.23 -0.52
N 1.69082 -0.65279 2.72357 -3.52 -0.58 -3.27
C 0.23411 -0.65906 3.14451 -0.16 0.42 0.37
C 1.98928 0.70849 2.15476 -0.28 0.24 -0.39
C 2.68329 -1.22798 3.62422 2.74 -1.52 1.73
C 3.83981 -0.37801 4.09870 -0.58 0.33 0.83
C 4.84498 0.05795 3.28928 1.42 0.37 0.01
N 6.17031 0.09732 3.61007 -1.76 -0.58 -0.55
C 6.88032 -0.59369 4.58974 0.92 -0.18 0.80
C 6.43806 -1.42758 5.61372 0.00 0.02 0.01
C 7.39717 -2.00585 6.46142 0.43 0.05 -0.21
C 8.76565 -1.75708 6.28616 -0.28 -0.07 0.07
C 9.20547 -0.91834 5.25800 -0.47 0.12 -0.23
C 8.26294 -0.34517 4.42466 -0.48 -0.38 0.27
C 8.47939 0.54070 3.24994 0.01 0.07 -0.71
C 7.05839 0.94658 2.83223 0.51 1.07 -0.06
C 6.62714 2.37980 3.33167 0.80 -0.77 -0.47
O 5.73288 2.87877 2.61712 -0.13 0.40 0.57
O 7.20770 2.67982 4.38810 -0.62 0.80 -0.20
C 2.04941 -2.02769 4.76121 -0.02 0.18 -0.12
C 1.55286 -3.31394 4.50766 0.07 0.02 0.51
C 1.00941 -4.06753 5.55616 0.02 0.11 -0.24
C 0.99766 -3.54993 6.85523 0.11 0.05 -0.15
C 1.50500 -2.26987 7.09901 -0.22 0.03 -0.20
C 1.97581 -1.48546 6.04175 -0.14 -0.38 0.31
H 1.30611 -3.17313 0.27533 0.03 0.64 0.55
H 0.05628 -2.80200 1.63832 0.63 0.08 -0.09
H -0.01907 0.32803 3.53724 0.14 -0.15 0.01
H -0.37048 -0.84712 2.25198 0.17 0.25 0.24
H 0.00860 -1.40003 3.91140 0.27 0.05 -0.28
H 1.05604 1.08260 1.71495 0.29 -0.18 0.07
H 2.30824 1.38738 2.94978 0.12 -0.36 -0.06
H 2.72951 0.62672 1.35435 -0.01 -0.09 0.46
H 3.17891 -2.00296 3.00931 -0.45 0.41 0.05
H 3.96146 -0.19177 5.17088 0.06 -0.65 -0.53
H 4.67224 0.56198 2.32961 0.14 -0.72 -0.12
H 5.37543 -1.61933 5.74029 0.33 -0.03 0.13
H 7.08320 -2.66325 7.27434 0.01 0.21 -0.26
H 9.50047 -2.21208 6.94682 -0.23 0.05 -0.03
H 10.25661 -0.68675 5.07903 -0.22 -0.20 0.23
H 8.94781 -0.01126 2.42141 0.08 0.03 0.24
H 9.10875 1.40270 3.49552 -0.32 -0.06 -0.06
H 6.86038 0.85507 1.75789 -0.04 -0.16 0.21
H 1.59748 -3.72215 3.49192 0.05 0.06 0.47
H 0.60212 -5.06187 5.34433 0.19 0.38 0.17
H 0.58952 -4.14556 7.67378 0.18 0.18 -0.24
H 1.52194 -1.86741 8.11176 -0.10 -0.11 -0.26
H 2.29581 -0.45818 6.22371 0.00 -0.39 0.00
```
Positions in Å, forces in eV/Å.